The following is a DFT calculation (wB97M-V/def2-TZVPD) of an isolated ion of composition C12H23N3 and charge +2 at a distorted geometry.

Last column: natural (NBO) charge in e.
Element x y z (Å)
N  -1.292  -0.663  -0.199  -0.1983
N  1.044  0.080  0.178  -0.0479
N  0.002  -0.877  -0.273  -0.0084
C  -1.551  -3.048  0.210  -0.7458
C  0.650  1.115  2.521  -0.6067
C  0.973  1.294  0.980  -0.0878
C  -1.839  0.614  -0.386  -0.1579
C  -1.600  1.390  -1.440  -0.0472
C  2.178  2.149  0.803  -0.6131
C  -3.540  -1.592  -0.023  -0.7021
C  3.836  -1.973  -1.249  -0.7089
C  2.351  -0.272  -0.083  -0.0402
C  -2.198  2.721  -1.598  -0.6666
C  2.549  -1.313  -0.982  0.0913
C  -2.051  -1.746  -0.052  0.5381
H  0.613  1.997  3.119  0.2661
H  -0.426  0.733  2.629  0.2190
H  -1.580  -3.188  1.407  0.3225
H  1.847  2.942  1.379  0.2548
H  3.169  0.326  0.185  0.2633
H  -0.737  1.027  -2.074  0.2180
H  4.641  -1.273  -1.102  0.2648
H  -2.406  3.287  -0.631  0.2503
H  -0.517  -3.275  -0.240  0.2831
H  0.116  1.773  0.483  0.2419
H  3.994  -2.742  -0.387  0.3037
H  -3.812  -2.197  0.846  0.2817
H  1.464  -1.495  -1.368  0.2474
H  -4.056  -2.048  -0.810  0.2972
H  3.986  -2.495  -2.198  0.2838
H  2.457  2.381  -0.205  0.2386
H  -2.531  0.961  0.357  0.2368
H  -3.941  -0.574  -0.009  0.2639
H  -2.145  -3.868  -0.253  0.3014
H  -1.596  3.260  -2.267  0.2521
H  3.130  1.657  1.319  0.2178
H  1.395  0.341  2.871  0.2341
H  -3.123  2.502  -1.995  0.2594

Properties
**M**: 209.337 Da
**Total charge**: +2
**E_tot**: -17264.13807 eV
**Kohn-Sham gap (spin up / spin down)**: 7.1 / 7.0 eV
**E_LUMO (spin up / spin down)**: -9.486 / -9.560 eV
**SMILES**: C/C=C/[N+](/N=[N+](/C=C/C)C(C)C)=C(C)C

The following is a DFT calculation (wB97M-V/def2-TZVPD) of one molecule with the formula C12H23N3O7 at a distorted geometry.

Last column: natural (NBO) charge in e.
Element x y z (Å)
O  -0.154  -0.053  5.664  -0.3603
O  1.500  1.876  -0.241  -0.5644
O  0.295  -0.216  -2.183  -0.5408
O  0.005  -3.274  -0.381  -0.7179
O  -1.971  0.856  2.339  -0.6257
O  -0.901  -2.174  -2.595  -0.5762
O  1.091  -0.448  1.118  -0.5552
N  -0.365  2.259  1.692  -0.6347
N  -0.806  0.349  4.691  0.2808
N  -0.354  1.347  3.902  -0.2917
C  0.122  1.714  -0.688  0.1018
C  0.357  -1.643  -2.161  0.3550
C  0.621  -2.021  -0.720  0.0425
C  -0.273  0.241  -0.951  0.0583
C  0.105  -0.831  0.105  0.0443
C  -1.210  -1.910  -3.978  -0.0646
C  1.144  -1.333  2.242  -0.2496
C  -2.738  -1.838  -4.215  -0.6203
C  2.530  1.562  -1.174  -0.2348
C  -0.858  2.365  0.302  -0.2338
C  0.774  2.219  4.266  -0.4532
C  -0.942  1.453  2.637  0.7877
H  1.693  -2.118  -0.615  0.1984
H  0.697  3.174  3.766  0.2245
H  1.154  -2.033  -2.776  0.1703
H  -1.854  1.943  0.179  0.2420
H  0.669  2.382  1.716  0.4198
H  2.179  1.787  -2.186  0.1750
H  -0.760  -0.985  -4.378  0.1848
H  3.408  2.144  -0.910  0.1872
H  -3.221  -2.755  -3.902  0.2120
H  2.790  0.501  -1.109  0.1731
H  -0.844  -3.373  -0.875  0.4929
H  0.062  2.232  -1.657  0.1909
H  -0.893  3.412  0.135  0.2054
H  -0.805  -2.732  -4.554  0.1676
H  -1.351  0.286  -1.104  0.1880
H  0.798  2.416  5.306  0.2318
H  0.209  -1.839  2.440  0.1877
H  1.880  -2.099  2.031  0.1734
H  1.413  -0.806  3.116  0.1812
H  -3.159  -0.991  -3.642  0.2102
H  1.686  1.762  4.004  0.2091
H  -0.785  -1.098  0.627  0.2123
H  -2.936  -1.711  -5.282  0.2150

Properties
**M**: 321.330 Da
**Total charge**: 0
**E_tot**: -31615.87208 eV
**Kohn-Sham gap**: 9.8 eV
**E_LUMO**: 0.417 eV
**SMILES**: CCO[C@H]1O[C@H]([C@@H](CNC(=O)N(C)N=O)OC)[C@H](OC)[C@H]1O

The following is a DFT calculation (wB97M-V/def2-TZVPD) of C12H24AgAs2F12O9 as an isolated structure at a distorted geometry.

Last column: natural (NBO) charge in e.
Element x y z (Å)
Ag  0.998  0.898  -0.879  0.9405
As  4.304  -0.091  -1.616  2.7998
As  0.579  2.766  -3.671  2.7959
F  0.083  1.110  -3.171  -0.6409
F  -0.077  2.667  -5.306  -0.6132
F  2.182  2.130  -4.246  -0.5986
F  -0.948  3.350  -2.958  -0.6364
F  5.112  -1.473  -2.407  -0.6234
F  3.335  1.253  -0.979  -0.6424
F  2.766  -0.690  -2.301  -0.6395
F  1.328  2.996  -2.008  -0.6599
F  4.522  0.835  -3.105  -0.6066
F  0.993  4.466  -4.059  -0.6228
F  4.033  -1.063  -0.081  -0.6452
F  5.905  0.500  -0.947  -0.6173
O  -2.432  3.340  0.386  -0.5077
O  1.041  -3.638  -0.507  -0.5131
O  -1.196  1.499  -0.419  -0.6750
O  1.226  -0.988  3.110  -0.4997
O  0.357  -1.477  -0.838  -0.6824
O  0.692  0.744  1.638  -0.6463
O  -3.398  1.909  -1.046  -0.5218
O  -0.823  -2.978  0.344  -0.4950
O  -0.793  0.032  3.346  -0.5164
C  2.251  -3.545  -1.175  -0.2560
C  -3.564  0.674  -1.752  -0.0592
C  3.335  -2.011  3.640  -0.6274
C  -1.902  -2.072  0.683  -0.0609
C  -5.122  0.475  -2.003  -0.6233
C  -2.213  2.194  -0.359  1.0373
C  -1.310  4.047  0.971  -0.2715
C  0.175  -2.595  -0.370  1.0054
C  -2.476  -2.475  2.082  -0.6371
C  2.482  -1.218  2.613  -0.0735
C  0.405  -0.013  2.592  1.0042
C  -1.825  0.842  2.853  -0.2492
H  -5.240  -0.433  -2.595  0.2118
H  -3.153  -1.758  2.547  0.2149
H  2.940  -3.022  -0.512  0.2062
H  -2.122  0.539  1.849  0.1844
H  -5.709  0.358  -1.092  0.2076
H  3.605  -1.401  4.503  0.2033
H  -0.899  3.588  1.870  0.1771
H  4.194  -2.559  3.254  0.2297
H  2.986  -0.301  2.310  0.2102
H  -1.537  1.892  2.814  0.1904
H  2.121  -3.026  -2.125  0.2189
H  -1.434  -1.122  0.941  0.1933
H  -5.506  1.328  -2.563  0.2202
H  -1.525  5.069  1.280  0.1992
H  -1.692  -2.529  2.837  0.2283
H  -0.427  4.248  0.365  0.2233
H  2.430  -1.840  1.719  0.1906
H  -2.683  0.706  3.512  0.1937
H  2.584  -4.581  -1.240  0.1820
H  -2.685  -1.944  -0.064  0.1909
H  -2.946  0.770  -2.645  0.2158
H  2.777  -2.838  4.079  0.2068
H  -3.155  -0.092  -1.094  0.1726
H  -2.951  -3.452  1.998  0.2078

Properties
**M**: 798.003 Da
**Total charge**: -1
**E_tot**: -189555.59173 eV
**Kohn-Sham gap**: 9.3 eV
**E_LUMO**: 2.100 eV

The following is a DFT calculation (wB97M-V/def2-TZVPD) of C12H24AlFO12 as an isolated structure at a distorted geometry.

Last column: natural (NBO) charge in e.
Element x y z (Å)
Al  -14.505  -9.554  23.201  1.2389
F  -17.274  -10.410  23.336  -0.5041
O  -22.844  -13.595  23.407  -0.4324
O  -13.818  -13.583  26.030  -0.4607
O  -14.724  -12.014  24.707  -0.6431
O  -17.023  -5.591  25.810  -0.4450
O  -16.250  -7.462  21.491  -0.6081
O  -17.227  -5.432  20.852  -0.4612
O  -18.228  -7.443  25.795  -0.4123
O  -16.074  -13.158  26.240  -0.4684
O  -16.137  -7.553  24.789  -0.6674
O  -18.539  -7.062  21.408  -0.3955
O  -21.444  -12.030  23.670  -0.4027
O  -20.626  -14.145  23.463  -0.5102
C  -21.565  -13.343  23.510  0.9782
C  -17.236  -6.699  21.327  1.0012
C  -18.889  -8.423  21.479  -0.2497
C  -17.248  -12.492  25.854  -0.2676
C  -13.956  -14.639  27.067  -0.2596
C  -17.033  -6.915  25.380  1.0092
C  -23.335  -14.938  23.379  -0.2624
C  -20.158  -11.448  23.571  -0.2621
C  -15.947  -4.787  25.450  -0.2695
C  -18.693  -8.699  25.398  -0.2405
C  -15.923  -4.813  20.385  -0.2462
C  -14.906  -12.860  25.585  1.0229
H  -15.529  -5.359  19.528  0.2140
H  -17.160  -11.539  26.376  0.1897
H  -19.497  -11.915  22.842  0.2379
H  -18.841  -8.761  22.514  0.2168
H  -17.376  -12.359  24.780  0.2173
H  -12.921  -14.780  27.380  0.2293
H  -19.843  -8.655  21.007  0.2449
H  -24.418  -14.927  23.251  0.2304
H  -18.200  -9.065  20.929  0.2196
H  -15.972  -4.466  24.409  0.1883
H  -19.510  -11.615  24.431  0.2123
H  -18.110  -12.979  26.310  0.2279
H  -18.844  -8.593  24.324  0.2033
H  -15.230  -4.988  21.208  0.1972
H  -20.212  -10.387  23.325  0.2049
H  -18.023  -9.549  25.520  0.2216
H  -19.703  -8.832  25.786  0.2345
H  -16.046  -3.867  26.026  0.2322
H  -22.896  -15.421  22.506  0.2088
H  -16.102  -3.756  20.186  0.2390
H  -23.055  -15.446  24.302  0.2128
H  -14.697  -14.518  27.857  0.2226
H  -14.213  -15.447  26.382  0.2124
H  -14.954  -5.214  25.590  0.2006

Properties
**M**: 406.292 Da
**Total charge**: +2
**E_tot**: -46691.59494 eV
**Kohn-Sham gap**: 2.4 eV
**E_LUMO**: -13.562 eV